[1]
Formula: C53H46Cl3IrN8OS3Si
Source: the Open Molecules 2025 dataset
Level of theory: ωB97M-V with the def2-TZVPD basis set

XYZ file:
```
116
Properties=species:S:1:pos:R:3:forces:R:3
Ir 1.598145 1.412605 1.075282 -0.20 -0.38 -0.06
N 0.721573 -0.330989 1.618009 -0.01 0.11 0.05
S 0.241428 -1.600655 1.129516 0.05 -0.06 0.01
N -0.302806 -1.841438 -0.426988 0.05 -0.09 0.05
S -1.472089 -1.296837 -1.247675 -0.07 -0.16 -0.08
N -1.408552 0.063699 -1.978925 -0.03 0.17 0.11
S 0.025387 0.879162 -1.965862 -0.06 -0.22 0.03
N 0.560018 1.214772 -0.685091 0.31 0.46 -0.14
C -0.421789 2.221875 -3.050087 -0.02 0.01 -0.03
C -1.728531 2.532311 -3.386798 0.02 0.01 0.01
C -1.966402 3.649968 -4.176278 0.00 -0.01 0.00
C -0.909554 4.431119 -4.618972 0.00 0.00 0.00
C 0.397149 4.105648 -4.275670 -0.01 0.00 0.01
C 0.645580 2.998445 -3.484039 0.01 0.00 0.00
C 1.032666 -0.122219 -3.064264 -0.03 0.03 0.00
C 2.315856 -0.427826 -2.657145 0.06 0.01 0.01
C 3.103249 -1.231671 -3.474710 0.01 0.00 -0.01
C 2.598901 -1.707366 -4.674945 0.00 0.00 0.02
C 1.306701 -1.379260 -5.076285 -0.01 0.01 0.00
C 0.515873 -0.578077 -4.271457 0.01 -0.01 -0.01
C -1.673912 -2.535650 -2.506543 0.02 -0.01 0.07
C -1.036865 -3.757295 -2.374423 0.03 -0.03 -0.01
C -1.175839 -4.692366 -3.391125 0.00 0.01 -0.01
C -1.946223 -4.398409 -4.506306 0.01 0.00 0.00
C -2.579113 -3.165818 -4.621591 -0.01 0.02 0.00
C -2.440569 -2.219902 -3.620025 -0.03 -0.01 -0.02
C -2.993650 -1.250401 -0.354517 -0.08 -0.01 -0.09
C -4.016872 -2.148743 -0.617406 -0.02 0.00 0.02
C -5.159321 -2.099507 0.167862 0.03 0.01 -0.01
C -5.247094 -1.181670 1.203484 -0.01 0.01 0.00
C -4.205322 -0.297750 1.457557 0.02 0.01 0.01
C -3.066710 -0.314305 0.670588 0.03 0.00 -0.01
C -1.086798 -2.241549 2.133913 -0.04 0.07 0.02
C -1.859669 -3.320432 1.715485 -0.03 0.02 0.00
C -2.878610 -3.769345 2.535137 0.02 -0.02 -0.01
C -3.106065 -3.153223 3.762440 -0.01 0.01 0.03
C -2.324727 -2.084158 4.167114 0.01 0.01 -0.04
C -1.308061 -1.610964 3.344764 0.03 -0.01 0.02
C 1.407003 -2.963655 1.085485 -0.01 0.00 -0.01
C 2.568706 -2.748842 0.356759 -0.02 -0.01 -0.01
C 3.501247 -3.769316 0.274375 -0.02 -0.01 0.01
C 3.287041 -4.972981 0.933879 0.02 0.01 0.00
C 2.145414 -5.153780 1.697294 -0.01 -0.01 0.00
C 1.192516 -4.146611 1.776491 0.02 -0.03 0.03
H -2.542504 1.919921 -3.026760 0.00 0.00 0.00
H -2.982449 3.910644 -4.441576 0.00 0.00 0.00
H -1.103556 5.300701 -5.233140 0.00 0.00 0.00
H 1.220199 4.718331 -4.617942 0.00 0.00 0.00
H 1.658544 2.740222 -3.195195 0.00 0.00 -0.01
H 2.684179 -0.046893 -1.709747 -0.02 -0.05 0.03
H 4.111052 -1.476609 -3.164772 0.00 -0.01 0.01
H 3.214401 -2.332197 -5.309398 0.00 0.00 0.00
H 0.920000 -1.744904 -6.018826 0.00 0.00 0.00
H -0.488059 -0.307663 -4.575475 0.01 0.00 0.01
H -0.416566 -3.953258 -1.509842 -0.01 0.01 0.01
H -0.672692 -5.646494 -3.311923 0.00 0.00 0.00
H -2.049853 -5.130404 -5.296431 0.00 0.00 0.00
H -3.172605 -2.938151 -5.496851 0.00 0.00 0.00
H -2.906225 -1.246309 -3.701184 0.00 0.01 0.00
H -3.931857 -2.876661 -1.411924 0.01 0.00 -0.01
H -5.972820 -2.785369 -0.026960 0.00 0.00 0.00
H -6.133441 -1.154032 1.823909 0.00 0.00 0.00
H -4.265354 0.401259 2.280129 -0.01 0.00 0.01
H -2.245735 0.373289 0.867815 -0.02 -0.06 -0.02
H -1.666989 -3.802252 0.764853 0.00 0.01 0.00
H -3.493185 -4.602952 2.220659 0.00 0.00 0.00
H -3.900695 -3.514477 4.402885 0.00 0.00 0.00
H -2.498391 -1.597645 5.115988 -0.01 0.02 0.02
H -0.703345 -0.759225 3.632225 0.01 0.00 0.00
H 2.755170 -1.786285 -0.101270 0.03 0.04 -0.04
H 4.406454 -3.617936 -0.296096 0.01 -0.01 0.00
H 4.025025 -5.762005 0.870701 0.00 0.00 0.00
H 1.991374 -6.076525 2.240948 0.00 0.00 0.00
H 0.310363 -4.290134 2.383167 0.04 -0.01 -0.01
Cl 8.027874 3.642983 -0.910255 0.00 0.00 0.00
C 6.604000 2.702840 -0.582564 0.01 0.02 0.01
C 5.426790 3.336149 -0.234320 0.00 0.00 -0.01
C 4.320525 2.553653 0.023272 -0.02 0.06 0.01
Cl 2.801807 3.347823 0.395576 0.03 0.06 -0.01
C 4.292586 1.154141 -0.023887 -0.01 -0.08 0.00
O 3.234071 0.434929 0.224194 0.13 -0.04 -0.08
C 5.523656 0.578141 -0.401303 0.00 0.00 0.00
Cl 5.607575 -1.150736 -0.521112 0.01 0.01 -0.02
C 6.654928 1.321401 -0.670514 0.00 -0.03 -0.01
H 5.372256 4.413451 -0.163306 0.00 0.00 0.00
H 7.574051 0.821918 -0.941365 0.00 0.00 0.00
C 0.075307 4.590784 -0.194359 0.00 0.04 -0.02
Si -0.957863 3.606348 1.021749 0.03 -0.07 0.03
C -1.561784 4.906493 2.239207 -0.03 0.06 -0.04
C -2.469068 3.069365 0.006045 -0.08 0.09 0.01
N -0.094791 2.347886 1.855942 -0.10 0.14 0.07
C -0.675917 1.935667 3.058682 0.02 -0.13 0.03
C 0.064466 1.582083 4.201418 -0.05 0.03 -0.02
C -0.542361 1.261685 5.403782 0.03 0.02 0.01
C -1.926682 1.268611 5.538798 -0.01 -0.06 -0.02
C -2.684016 1.573686 4.420207 -0.02 0.00 -0.02
C -2.075509 1.873519 3.208644 0.01 0.06 0.03
H -0.616394 5.299877 -0.660405 0.01 0.00 -0.02
H 0.535241 4.007568 -0.989626 0.00 -0.01 0.01
H 0.842452 5.185907 0.304544 0.02 0.00 0.00
H -1.785728 5.816208 1.672973 -0.03 0.01 0.05
H -0.782766 5.150339 2.965313 0.03 -0.02 -0.03
H -2.454602 4.632570 2.799031 -0.03 -0.05 0.00
H -2.759270 3.893745 -0.653928 0.00 -0.02 0.00
H -3.336162 2.844026 0.631521 -0.02 0.03 -0.04
H -2.278416 2.197306 -0.619248 0.04 -0.02 -0.01
H 1.134817 1.580516 4.151362 0.16 0.04 -0.03
H 0.089753 1.027765 6.252656 -0.01 -0.02 0.00
H -2.396126 1.045683 6.488462 0.00 0.00 0.00
H -3.767932 1.582034 4.483186 0.01 0.00 0.01
H -2.706220 2.099014 2.359711 0.01 0.00 0.02
N 3.790334 0.683478 6.775447 0.00 -0.03 0.02
C 4.069673 0.899432 5.672895 0.03 0.06 -0.02
N 4.468315 1.147649 4.430768 -0.03 0.06 0.00
C 3.568991 1.328594 3.536783 -0.04 -0.21 0.01
N 2.792393 1.492888 2.687753 -0.13 0.11 0.09
```
Positions in Å, forces in eV/Å.

Values from the calculation:
- Net charge: 0
- Gap between HOMO and LUMO: 6.2 eV
- Energy above the lowest of the compared OMol25 structures with the same formula, charge and spin: 100.9 kcal per mole
- 2S+1: 1
- LUMO level: -0.497 eV

---

[2]
Formula: C14H36CoO6
Source: the Open Molecules 2025 dataset
Level of theory: ωB97M-V with the def2-TZVPD basis set

XYZ file:
```
57
Properties=species:S:1:pos:R:3:forces:R:3
Co -0.459703 1.122949 -0.074411 0.46 2.80 -0.85
C -0.540854 -0.177340 3.411243 0.38 -0.16 -0.14
C -0.901321 1.281268 3.165843 0.00 0.80 -1.01
O -0.674467 1.745583 1.894355 0.13 -0.65 -0.15
H 0.540470 -0.328693 3.340139 -0.06 0.05 -0.19
H -1.025029 -0.740413 2.609184 0.07 -0.21 0.24
H -0.833210 -0.543803 4.403016 -0.28 0.01 -0.01
H -0.322013 1.923005 3.860977 -0.19 -0.11 0.44
H -1.982852 1.389442 3.400057 -0.04 0.04 0.41
C 0.804006 -1.655834 -3.162434 1.13 -0.09 -0.40
C 0.162763 -0.252110 -3.163035 -0.68 0.17 1.50
O 0.308450 0.424987 -1.997013 0.48 -0.68 0.20
H 1.901998 -1.606990 -3.251041 -0.06 0.21 0.19
H 0.508603 -2.289856 -4.011692 -0.34 0.02 0.07
H 0.614183 -2.171736 -2.217117 -0.30 -0.02 -0.05
H -0.915316 -0.484415 -3.350560 -0.12 0.24 -0.52
H 0.566058 0.358882 -3.989149 -0.09 -0.26 -0.52
C -3.378886 1.578170 -2.576248 -0.54 -0.63 -0.26
C -3.091520 1.868684 -1.117446 1.64 1.26 0.98
O -1.815216 2.394488 -0.917083 -0.47 -1.15 0.00
H -2.545510 1.016251 -3.005309 0.07 0.15 0.02
H -3.552914 2.481787 -3.163911 0.23 0.11 0.07
H -4.283824 0.954156 -2.679372 -0.04 0.03 -0.02
H -3.228259 0.963310 -0.489764 -0.40 -0.18 -0.23
H -3.782736 2.638679 -0.716030 -0.61 -0.32 -0.18
C 3.065799 2.835429 1.160844 -0.15 0.12 -0.01
C 2.227290 3.697755 0.162384 -1.26 -0.81 -0.31
O 1.230257 3.107047 -0.539053 0.93 -0.68 0.47
H 2.429771 2.501951 1.990863 0.06 -0.05 0.03
H 3.884006 3.456841 1.548131 0.00 -0.03 0.22
H 3.534028 1.977214 0.663746 -0.09 0.14 -0.07
H 3.030153 4.121528 -0.486662 0.00 0.55 -0.14
H 1.754106 4.473462 0.800853 0.60 0.66 0.22
C 3.554263 -0.701272 -0.261890 -0.01 -0.50 0.00
C 2.205174 -0.951240 0.438551 0.75 -1.35 -0.10
C 2.415707 -1.735859 1.736596 -0.03 0.54 1.27
O 1.457113 0.203964 0.626103 0.13 -0.27 0.42
H 4.263466 -1.527690 -0.122638 -0.40 -0.31 -0.05
H 4.113655 0.137353 0.154151 -0.42 0.31 -0.24
H 3.345146 -0.615922 -1.326662 0.26 0.55 0.00
H 1.630211 -1.633859 -0.204079 -0.03 0.44 -0.25
H 1.503807 -2.121199 2.204056 -0.20 0.08 -0.41
H 2.792820 -1.038792 2.499462 0.23 -0.11 -0.10
H 3.112837 -2.574550 1.677998 0.07 0.08 -0.36
H 2.013782 0.916876 0.977488 -0.37 0.12 -0.22
C -2.641196 -2.229035 -1.226582 0.05 -0.94 0.20
C -2.315634 -1.661881 0.154278 0.68 0.52 -0.61
C -2.008040 -2.781781 1.164022 -1.12 -0.31 0.37
O -1.166604 -0.809817 -0.013737 -0.63 -1.50 0.68
H -3.543039 -2.856157 -1.176494 -0.15 0.38 -0.13
H -1.858977 -2.938826 -1.526447 0.17 0.17 0.09
H -2.681328 -1.477515 -2.010204 -0.27 0.23 0.17
H -3.111789 -0.982605 0.463577 0.05 -0.19 0.22
H -1.001112 -2.772231 1.577387 0.19 0.04 -0.44
H -2.256357 -3.743119 0.703673 0.44 -0.08 -0.01
H -2.642755 -2.760642 2.057398 -0.06 0.35 -0.11
H -0.409456 -1.405880 -0.070307 0.20 0.42 -0.35
```
Positions in Å, forces in eV/Å.

Values from the calculation:
- Net charge: -2
- Gap between HOMO and LUMO (alpha / beta): 4.5 / 4.4 eV
- 2S+1: 4
- LUMO level (alpha / beta): 4.782 / 4.779 eV

---

[3]
Formula: C5H16NO5
Source: the Open Molecules 2025 dataset
Level of theory: ωB97M-V with the def2-TZVPD basis set

XYZ file:
```
27
Properties=species:S:1:pos:R:3:forces:R:3
C 1.488216 0.077540 -1.174169 1.44 0.65 3.17
C 0.936014 -0.899283 -0.163866 0.24 -4.08 -0.02
C -0.471162 -1.580644 -0.666523 2.45 2.17 4.05
C -0.385544 -2.578908 -1.758695 -3.15 2.80 2.22
O -1.443142 -2.873224 -2.215125 -1.51 -1.77 -1.85
N 0.784744 -0.427123 1.172424 2.75 3.89 -1.10
C 0.264936 0.964368 1.422097 0.51 -0.17 -0.85
O -0.938310 0.895423 1.962792 -2.79 0.09 0.90
H 1.971995 -0.445683 -1.935259 0.61 -0.80 -1.51
H 0.715473 0.695078 -1.523273 -0.81 1.13 -0.73
H 2.296202 0.667634 -0.610758 -1.11 -0.47 -1.02
H 1.748136 -1.764735 -0.040357 -1.47 1.28 -0.64
H -1.011273 -0.618907 -0.861825 -0.48 -1.34 -0.43
H -0.890457 -1.989191 0.380911 0.50 0.41 -2.73
H 0.493821 -2.934198 -2.130013 3.03 -1.23 -1.02
H 0.273822 -0.969795 1.754775 -1.98 -2.28 1.81
H 0.186784 1.440732 0.384786 0.80 0.17 1.36
H 0.878490 1.473651 2.243303 0.23 -0.21 -1.60
H 2.869555 1.211048 2.022300 -1.54 1.81 -1.16
H 2.732101 -0.234974 2.433585 1.06 1.75 -0.36
O 3.371110 0.553867 2.422104 0.59 -3.51 1.41
H -3.121632 1.431841 -2.530019 -0.41 -0.21 -0.60
H -2.546680 1.620185 -1.182835 0.30 0.23 0.73
O -2.319959 1.756325 -2.136203 0.21 0.05 -0.06
H -1.839346 1.126320 1.245397 0.31 -0.45 -0.34
H -3.217712 2.048066 1.045671 0.41 -1.08 -1.38
O -2.826181 1.354588 0.438775 -0.20 1.19 1.76
```
Positions in Å, forces in eV/Å.

Values from the calculation:
- Net charge: -1
- Gap between HOMO and LUMO: 8.1 eV
- Energy above the lowest of the compared OMol25 structures with the same formula, charge and spin: 64.1 kcal per mole
- 2S+1: 1
- LUMO level: 3.403 eV

---

[4]
Formula: C7H8
Source: the Open Molecules 2025 dataset
Level of theory: ωB97M-V with the def2-TZVPD basis set

XYZ file:
```
15
Properties=species:S:1:pos:R:3:forces:R:3
C -0.792325 1.704746 0.022485 0.23 -2.31 -0.23
C 0.515999 1.340351 0.062758 -0.35 1.04 -0.39
C -1.351470 -1.969669 -0.018182 0.71 4.76 -1.02
C -0.722602 -0.678660 0.085643 0.14 -0.34 0.40
C -1.680408 0.526992 -0.053093 0.23 -0.08 -2.56
C 0.667674 -0.019712 0.107921 -4.12 -3.29 0.91
C 1.866189 -0.780542 -0.063225 2.89 -1.76 1.55
H -1.076821 2.640136 0.305424 -1.08 2.57 0.25
H 1.295926 2.070390 0.009062 0.58 0.10 0.27
H -0.914298 -2.696561 0.549909 1.45 -2.34 1.46
H -2.576651 0.695852 0.556292 0.12 -0.76 -0.20
H -1.970380 0.237237 -1.184382 0.22 1.19 2.31
H 1.711596 -1.243796 -0.997299 0.75 -0.46 -1.55
H 2.275520 -1.663220 0.580620 -1.93 1.24 -0.31
H 2.752052 -0.163547 0.036071 0.15 0.45 -0.90
```
Positions in Å, forces in eV/Å.

Values from the calculation:
- Net charge: 0
- Gap between HOMO and LUMO (alpha / beta): 7.6 / 6.8 eV
- Energy above the lowest of the compared OMol25 structures with the same formula, charge and spin: 139.4 kcal per mole
- 2S+1: 1
- LUMO level (alpha / beta): -0.620 / -0.490 eV

---

Number 1: largest force on an atom 0.571 eV/A. Number 2: largest force on an atom 2.964 eV/A. Number 3: largest force on an atom 5.200 eV/A. Number 4: largest force on an atom 5.347 eV/A.